Run w
Molecular formula: C7H12
Method: DFT, ωB97M-V/def2-TZVPD

The geometry in ORCA input format:
```
! wB97M-V def2-TZVPD RIJCOSX def2/J DEFGRID3
* xyz 0 1
C -2.703 -1.926 -1.334
C -2.158 -0.554 -1.034
C -0.916 -0.172 -1.187
C 0.332 0.215 -1.257
C 1.279 0.093 -0.081
C 1.127 1.254 0.909
C 2.063 1.122 2.107
H -1.957 -2.560 -1.820
H -3.582 -1.860 -1.985
H -3.024 -2.415 -0.407
H -2.867 0.174 -0.637
H 0.700 0.693 -2.166
H 1.086 -0.849 0.448
H 2.314 0.047 -0.444
H 0.083 1.282 1.249
H 1.306 2.205 0.391
H 1.874 0.188 2.651
H 3.112 1.112 1.788
H 1.932 1.951 2.811
*
```

The HOMO energy is -9.2 eV. As for the structure (SMILES): CC=C=CCCC.

Run x
Molecular formula: C7H12
Method: DFT, ωB97M-V/def2-TZVPD

The geometry in ORCA input format:
```
! wB97M-V def2-TZVPD RIJCOSX def2/J DEFGRID3
* xyz 0 1
C -2.603 0.023 0.108
C -1.144 -0.378 -0.014
C -0.227 0.312 -1.059
C 0.900 0.164 -0.038
C 2.025 -0.809 -0.183
C 2.305 0.661 0.025
C -0.133 0.051 1.078
H -3.173 -0.293 -0.774
H -2.718 1.108 0.211
H -3.061 -0.447 0.987
H -1.067 -1.463 -0.148
H -0.108 -0.166 -2.038
H -0.512 1.363 -1.205
H 2.217 -1.222 -1.172
H 2.222 -1.495 0.636
H 2.721 1.227 -0.806
H 2.678 0.968 1.000
H -0.393 1.035 1.491
H 0.072 -0.642 1.902
*
```

The HOMO energy is -9.8 eV. As for the structure (SMILES): CC1CC2(CC2)C1.

Stability, lowest: run w

Run w
Molecular formula: C5H10N3S
Method: DFT, ωB97M-V/def2-TZVPD

The geometry in ORCA input format:
```
! wB97M-V def2-TZVPD RIJCOSX def2/J DEFGRID3
* xyz 1 1
C -0.327 -1.309 0.841
C 1.874 -1.591 0.569
C 1.774 -0.532 -0.575
C -1.466 1.140 -0.758
C -2.389 0.840 0.489
N 0.701 -1.737 1.323
N 0.479 -0.258 -0.908
N 0.012 1.091 -0.455
S -1.953 -1.076 0.979
H 2.339 -2.647 0.282
H 2.653 -1.176 1.242
H 2.493 0.282 -0.177
H 2.282 -0.888 -1.423
H -1.710 0.426 -1.571
H -1.686 2.212 -1.001
H -2.251 1.349 1.458
H -3.385 0.845 0.149
H 0.393 1.803 -1.056
H 0.168 1.227 0.593
*
```

The HOMO energy is -13.0 eV.

Run x
Molecular formula: C5H10N3S
Method: DFT, ωB97M-V/def2-TZVPD

The geometry in ORCA input format:
```
! wB97M-V def2-TZVPD RIJCOSX def2/J DEFGRID3
* xyz 1 1
C -2.371 0.710 0.688
C -1.279 -0.295 0.994
C -0.219 -0.428 -0.166
C -0.944 -0.758 -1.487
S 0.885 -1.766 0.296
N 0.407 0.817 -0.323
N 1.615 0.972 -0.120
C 2.689 0.480 0.092
N 3.967 0.427 0.148
H -3.038 0.362 -0.094
H -1.958 1.674 0.406
H -2.964 0.842 1.592
H -1.704 -1.286 1.160
H -0.734 0.004 1.891
H -0.216 -0.997 -2.259
H -1.516 0.110 -1.799
H -1.602 -1.610 -1.340
H 4.422 -0.070 0.907
H 4.561 0.812 -0.585
*
```

The HOMO energy (alpha / beta) is -14.0 / -13.5 eV. As for the structure (SMILES): CC[C@](C)([S-])N=[N+]=C=[NH2+].

Stability, lowest: run x

Run w
Molecular formula: C6H11NS
Method: DFT, ωB97M-V/def2-TZVPD

The geometry in ORCA input format:
```
! wB97M-V def2-TZVPD RIJCOSX def2/J DEFGRID3
* xyz 0 1
C -0.190 -3.581 -1.252
C -0.331 -3.072 0.145
C -0.565 -1.786 0.412
S -0.591 -1.073 2.179
N -0.181 0.470 2.392
C 0.252 1.623 2.065
C 0.663 1.995 0.659
C -0.288 3.024 -0.027
H -0.477 -4.595 -1.276
H 0.923 -3.582 -1.489
H -0.592 -2.836 -1.947
H -0.318 -3.981 0.824
H -0.474 -0.992 -0.316
H 0.024 2.369 2.742
H 0.726 0.952 0.174
H 1.698 2.379 0.851
H -1.282 2.767 0.361
H -0.273 2.750 -1.047
H 0.045 4.011 0.231
*
```

The HOMO energy is -8.0 eV. As for the structure (SMILES): C/C=C/S/N=C\CC.

Run x
Molecular formula: C6H11NS
Method: DFT, ωB97M-V/def2-TZVPD

The geometry in ORCA input format:
```
! wB97M-V def2-TZVPD RIJCOSX def2/J DEFGRID3
* xyz 0 1
N 2.328 -0.988 0.906
C 1.705 0.162 0.339
C 1.607 0.380 -1.143
C 0.367 0.067 -0.383
C -0.682 1.164 -0.219
C -1.779 0.458 0.667
C -2.048 -0.897 0.039
S -0.466 -1.513 -0.573
H 1.554 -1.620 1.233
H 2.841 -1.565 0.247
H 1.783 1.061 0.951
H 1.943 -0.444 -1.775
H 1.720 1.363 -1.607
H -1.184 1.427 -1.189
H -0.366 2.083 0.285
H -1.437 0.340 1.700
H -2.692 1.075 0.585
H -2.758 -0.901 -0.790
H -2.438 -1.653 0.728
*
```

The HOMO energy is -8.3 eV. As for the structure (SMILES): N[C@H]1C[C@]12CCCS2.

Stability, lowest: run w

Run w
Molecular formula: C6H11NS
Method: DFT, ωB97M-V/def2-TZVPD

The geometry in ORCA input format:
```
! wB97M-V def2-TZVPD RIJCOSX def2/J DEFGRID3
* xyz 0 1
C 2.687 -0.403 0.940
C 2.171 -0.099 -0.530
N 0.985 -0.747 -0.782
C -0.170 -0.181 -0.325
C -1.393 -0.782 -0.056
C -2.612 -0.120 -0.063
C -2.508 1.414 -0.035
S -4.059 -0.902 0.084
H 3.258 -1.522 0.855
H 1.514 -0.505 1.531
H 3.399 0.616 1.267
H 1.846 1.018 -0.501
H 2.741 -0.408 -1.402
H 1.122 -1.799 -0.525
H -0.188 0.896 -0.486
H -1.445 -1.837 -0.153
H -2.036 1.856 -0.921
H -3.415 1.866 0.278
H -1.898 1.638 0.825
*
```

The HOMO energy is -8.0 eV. As for the structure (SMILES): CCN/C=C/C(C)=S.

Run x
Molecular formula: C6H11NS
Method: DFT, ωB97M-V/def2-TZVPD

The geometry in ORCA input format:
```
! wB97M-V def2-TZVPD RIJCOSX def2/J DEFGRID3
* xyz 0 1
C 1.723 -1.278 -0.345
C 0.702 0.901 0.399
C -0.291 -0.043 1.345
C -1.142 -0.576 0.178
C -0.335 0.009 -0.966
C -0.287 1.569 -0.543
H 1.269 -1.681 0.798
H 2.919 -0.984 -0.494
H 1.255 -2.139 -1.108
H 1.281 1.562 1.042
H -0.586 0.623 2.267
H 0.346 -0.790 1.854
H -1.036 -1.642 0.194
H -2.789 0.931 -0.457
H -0.815 -0.301 -2.008
H 0.494 1.843 -1.243
H -1.077 2.275 -0.032
N 1.206 0.093 -0.649
S -2.839 -0.371 -0.230
*
```

The HOMO energy is -8.9 eV.

Stability, lowest: run x

Run w
Molecular formula: C6H11NS
Method: DFT, ωB97M-V/def2-TZVPD

The geometry in ORCA input format:
```
! wB97M-V def2-TZVPD RIJCOSX def2/J DEFGRID3
* xyz 0 1
C -2.555 -1.543 -0.230
C -1.388 -0.511 -0.504
C -1.450 0.619 0.432
C 0.563 1.648 -0.419
C 1.050 0.367 0.397
C -0.386 -0.414 0.623
H -2.335 -2.696 -0.644
H -2.649 -1.400 0.921
H -3.554 -1.116 -0.628
H -0.676 -0.316 -1.436
H -2.502 0.846 0.964
H -1.364 2.560 -0.608
H 1.306 2.558 -0.293
H 0.597 1.577 -1.439
H 1.431 0.622 1.433
H 1.210 -2.623 -0.232
H -0.437 -1.281 1.410
N -0.758 1.919 0.051
S 2.455 -0.823 -0.100
*
```

The HOMO energy is -8.6 eV.

Run x
Molecular formula: C6H11NS
Method: DFT, ωB97M-V/def2-TZVPD

The geometry in ORCA input format:
```
! wB97M-V def2-TZVPD RIJCOSX def2/J DEFGRID3
* xyz 0 1
C -3.730 -1.134 -0.209
C -2.479 -0.899 0.323
C 0.898 -0.740 0.242
C 1.901 -0.114 -0.680
C 0.589 0.497 -0.543
C 3.050 0.662 -0.056
N -1.043 2.429 0.359
S 0.225 2.106 -0.315
H -3.849 -1.728 -1.127
H -4.569 -0.670 0.201
H -1.669 -1.188 -0.389
H 0.575 -1.733 -0.165
H 1.001 -0.608 1.315
H 2.252 -0.520 -1.630
H 3.738 -0.130 0.332
H 2.576 1.218 0.787
H 3.857 1.220 -0.611
H -2.047 -0.374 1.163
H -1.277 1.704 1.000
*
```

The HOMO energy is -8.4 eV.

Stability, lowest: run w